No. 1
Molecular formula: C23H19BrN6O6Ru
Method: DFT, ωB97M-V/def2-TZVPD

Structure (ORCA input):
```
! wB97M-V def2-TZVPD RIJCOSX def2/J DEFGRID3
* xyz 1 6
Ru -0.252 0.182 -0.773
O 0.604 0.133 3.347
C 0.217 0.449 2.229
N 0.934 0.404 1.093
C 2.303 -0.030 1.177
C 2.747 -0.652 -0.115
C 4.032 -1.159 -0.272
C 4.394 -1.719 -1.483
C 3.465 -1.769 -2.515
C 2.208 -1.251 -2.288
N 1.864 -0.703 -1.114
C -1.189 0.948 2.012
C -2.113 0.918 3.041
C -3.415 1.315 2.773
C -3.741 1.756 1.498
C -2.753 1.778 0.528
N -1.505 1.378 0.786
H 2.447 -0.741 1.996
H 2.959 0.820 1.404
H 4.727 -1.110 0.556
H 5.391 -2.116 -1.621
H 3.711 -2.209 -3.471
H 1.443 -1.276 -3.054
H -1.796 0.573 4.015
H -4.167 1.278 3.549
H -4.746 2.064 1.249
H -2.957 2.122 -0.477
O 2.721 5.264 -3.599
C 2.152 4.307 -2.873
C 2.429 4.072 -1.524
C 1.759 3.061 -0.871
N 0.860 2.280 -1.473
C 0.630 2.502 -2.761
Br -0.591 1.261 -3.527
C 1.217 3.487 -3.512
H 3.362 5.779 -3.096
H 3.152 4.675 -0.990
H 1.924 2.863 0.181
H 0.979 3.633 -4.556
C 0.638 -2.957 1.844
C -0.708 -2.705 1.268
N -1.016 -1.893 0.269
C -2.371 -2.003 0.068
C -2.894 -2.891 0.965
N -1.822 -3.329 1.694
C -4.258 -3.408 1.271
O -5.225 -3.002 0.493
O -4.394 -4.160 2.204
C -3.019 -1.175 -0.989
O -4.206 -1.335 -1.261
O -2.228 -0.340 -1.554
H 1.380 -3.005 1.048
H 0.642 -3.893 2.398
H 0.905 -2.154 2.534
H -1.907 -3.990 2.454
H -4.925 -2.326 -0.177
*
```

For the total energy, the calculation gives -118005.119 eV. Its expectation value of S² is 8.7575. The value obtained for the frontier orbital gap (spin up / spin down) is 9.092 / 6.838 eV.

The Mulliken scheme yields these atomic charges, measured in e: 0.624, -0.713, -0.241, 0.733, -1.409, 0.566, -0.965, -0.349, -0.844, -0.615, 0.721, 0.523, -0.714, -0.355, -0.801, -0.118, 0.250, 0.556, 0.557, 0.513, 0.442, 0.446, 0.430, 0.525, 0.463, 0.457, 0.414, -0.514, 0.952, -0.748, -0.795, 0.261, 0.212, -0.085, -0.592, 0.319, 0.333, 0.468, 0.498, -1.189, 0.247, 0.091, 0.123, 0.248, -0.033, 0.500, -0.528, -0.603, 0.605, -0.807, -0.572, 0.211, 0.496, 0.099, 0.267, 0.437


No. 2
Molecular formula: C5H6O2
Method: DFT, ωB97M-V/def2-TZVPD

Structure (ORCA input):
```
! wB97M-V def2-TZVPD RIJCOSX def2/J DEFGRID3
* xyz 0 1
O 0.972 1.938 1.198
C 0.613 0.976 0.564
C 1.576 -0.017 -0.049
O 0.837 -1.028 -0.682
C -0.432 -0.560 -1.018
C -1.427 -0.597 0.388
C -0.772 0.681 0.092
H 2.228 -0.464 0.700
H 2.174 0.544 -0.780
H -0.703 -1.160 -1.914
H -1.000 -1.322 1.055
H -2.528 -0.511 0.499
H -1.416 1.578 0.084
*
```

For the total energy, the calculation gives -9373.994 eV. Its structure (SMILES) is O=C1CO[C@H]2C[C@@H]12. The value obtained for the frontier orbital gap is 9.705 eV. For the energy relative to the best compared isomer or geometry (same formula, charge and spin), the calculation gives 3.102 eV.

The Mulliken scheme yields these atomic charges, measured in e: -0.571, 0.425, -0.300, -0.407, -0.271, -0.747, -0.050, 0.293, 0.249, 0.426, 0.279, 0.280, 0.393


No. 3
Molecular formula: N2P2S
Method: DFT, ωB97M-V/def2-TZVPD

Structure (ORCA input):
```
! wB97M-V def2-TZVPD RIJCOSX def2/J DEFGRID3
* xyz 0 1
N -1.136 -0.288 -1.038
N 0.587 -0.197 1.172
P -0.132 0.718 -1.509
P -0.633 -1.075 1.185
S 1.313 0.842 0.191
*
```

For the total energy, the calculation gives -32391.330 eV. The value obtained for the frontier orbital gap is 8.344 eV. For the energy relative to the best compared isomer or geometry (same formula, charge and spin), the calculation gives 1.976 eV.

The Mulliken scheme yields these atomic charges, measured in e: -0.458, -0.034, 0.220, 0.318, -0.045


No. 4
Molecular formula: C3H3ClFNO2
Method: DFT, ωB97M-V/def2-TZVPD

Structure (ORCA input):
```
! wB97M-V def2-TZVPD RIJCOSX def2/J DEFGRID3
* xyz 0 1
N -1.993 -0.040 -0.512
C -0.881 -0.446 0.119
O -0.736 -1.438 0.803
C 0.295 0.527 -0.087
O 0.162 1.600 -0.622
C 1.644 0.042 0.462
F 2.469 1.102 0.598
Cl 2.301 -1.112 -0.714
H -2.818 -0.587 -0.435
H -1.970 0.828 -1.005
H 1.528 -0.477 1.392
*
```

For the total energy, the calculation gives -23984.742 eV. Its structure (SMILES) is NC(=O)C(=O)[C@H](F)Cl. The value obtained for the frontier orbital gap is 9.718 eV. For the energy relative to the best compared isomer or geometry (same formula, charge and spin), the calculation gives 0.000 eV.

The Mulliken scheme yields these atomic charges, measured in e: -0.347, 0.414, -0.585, 0.413, -0.530, 0.278, -0.228, -0.149, 0.230, 0.243, 0.261


No. 5
Molecular formula: C17H9Cl3N3O3
Method: DFT, ωB97M-V/def2-TZVPD

Structure (ORCA input):
```
! wB97M-V def2-TZVPD RIJCOSX def2/J DEFGRID3
* xyz -1 1
C 1.651 -0.726 0.709
C 2.486 -1.774 1.315
N 3.276 -2.523 1.735
C 0.181 -1.030 0.758
C -0.662 -0.354 -0.142
C -2.030 -0.416 0.031
C -2.527 -1.095 1.164
N -3.922 -1.018 1.453
O -4.335 -1.556 2.503
O -4.667 -0.397 0.661
C -1.684 -1.738 2.098
C -0.311 -1.674 1.900
H 2.011 -0.485 -0.297
H -0.226 0.269 -0.923
H -2.721 0.006 -0.693
H -2.112 -2.299 2.928
H 0.379 -2.053 2.664
Cl 1.784 0.714 1.679
C 3.602 3.676 2.507
Cl 2.654 3.946 1.110
C 2.861 3.447 3.777
O 1.792 2.867 3.910
C 3.702 3.953 4.902
C 5.124 3.973 4.758
C 5.855 4.773 5.667
C 5.169 5.453 6.670
C 3.747 5.343 6.728
N 3.065 4.617 5.853
C 5.684 3.380 3.585
Cl 7.354 3.253 3.405
C 4.826 3.070 2.519
H 6.931 4.907 5.520
H 5.674 6.092 7.390
H 3.174 5.880 7.494
H 5.158 2.436 1.701
*
```

For the total energy, the calculation gives -65952.031 eV. The value obtained for the frontier orbital gap is 3.724 eV.

The Mulliken scheme yields these atomic charges, measured in e: 0.124, -0.021, -0.466, 0.679, -0.691, -0.346, -0.030, 0.922, -0.589, -0.595, -0.488, -0.485, 0.426, 0.328, 0.449, 0.429, 0.298, 0.021, -0.368, -0.220, 0.443, -0.701, 0.149, 0.529, -0.623, -0.493, -0.280, -0.566, 0.422, -0.323, -0.325, 0.306, 0.350, 0.359, 0.375


No. 6
Molecular formula: C6H9BrSi
Method: DFT, ωB97M-V/def2-TZVPD

Structure (ORCA input):
```
! wB97M-V def2-TZVPD RIJCOSX def2/J DEFGRID3
* xyz 0 1
C 0.953 -1.484 0.233
C 0.771 -0.175 0.180
C -0.522 0.333 -0.368
C -1.242 -0.687 -0.707
C 1.931 0.739 0.678
C -0.796 1.753 -0.554
Si -0.753 -2.366 -0.208
Br -4.130 0.840 0.126
H 1.951 -1.990 0.523
H 1.497 1.626 1.101
H 2.634 1.065 -0.053
H 2.382 0.267 1.519
H -1.191 2.153 0.364
H -1.533 1.861 -1.416
H -0.019 2.362 -0.829
H -0.631 -3.103 -1.542
H -1.300 -3.195 0.952
*
```

For the total energy, the calculation gives -84282.867 eV. The value obtained for the frontier orbital gap (spin up / spin down) is 8.215 / 5.795 eV. For the energy relative to the best compared isomer or geometry (same formula, charge and spin), the calculation gives 3.216 eV.

The Mulliken scheme yields these atomic charges, measured in e: -0.404, 0.447, 0.792, -0.501, -1.419, -1.582, 0.217, -0.148, 0.352, 0.374, 0.319, 0.437, 0.411, 0.345, 0.498, -0.074, -0.064


No. 7
Molecular formula: CH3PS
Method: DFT, ωB97M-V/def2-TZVPD

Structure (ORCA input):
```
! wB97M-V def2-TZVPD RIJCOSX def2/J DEFGRID3
* xyz 0 1
C -1.000 0.002 -0.002
P 1.396 -0.822 -0.227
S 2.569 0.748 0.118
H -0.753 0.169 -1.023
H -1.379 -0.908 0.405
H -0.833 0.810 0.729
*
```

For the total energy, the calculation gives -21207.140 eV. The value obtained for the frontier orbital gap is 6.365 eV. For the energy relative to the best compared isomer or geometry (same formula, charge and spin), the calculation gives 1.803 eV.

The Mulliken scheme yields these atomic charges, measured in e: -0.978, 0.253, -0.207, 0.322, 0.335, 0.275


No. 8
Molecular formula: C26H23OW
Method: DFT, ωB97M-V/def2-TZVPD

Structure (ORCA input):
```
! wB97M-V def2-TZVPD RIJCOSX def2/J DEFGRID3
* xyz 1 3
C 0.497 -1.431 1.552
C -0.894 -1.737 1.008
C -0.763 -2.259 -0.321
H -1.779 -1.726 1.648
C 0.624 -2.098 -0.746
C 1.350 -1.465 0.304
H 2.435 -1.355 0.325
H 0.725 -2.256 2.265
H -1.568 -2.668 -0.929
H 1.013 -2.422 -1.710
C -0.991 2.232 0.207
C -0.746 1.870 1.521
C 0.633 1.328 1.717
H -1.384 2.046 2.383
C 1.177 1.407 0.300
C 0.259 2.124 -0.528
H 0.382 2.375 -1.573
H -1.910 2.639 -0.200
H 1.201 1.927 2.464
H 2.236 1.306 0.102
W -0.277 -0.159 -0.212
O -0.254 -0.179 -3.918
C -1.427 -0.865 -4.403
C -0.089 -0.936 -5.161
H -1.697 -1.750 -3.814
H -2.215 -0.254 -4.869
H 0.446 -1.893 -5.054
H 0.850 -1.928 -7.481
C 0.587 -0.871 -7.582
C 0.085 -0.205 -6.432
C -0.286 1.153 -6.540
H -0.676 1.674 -5.662
C -0.131 1.822 -7.752
H -0.400 2.874 -7.810
C 0.359 1.154 -8.877
H 0.462 1.678 -9.822
C 0.707 -0.198 -8.792
H 1.072 -0.738 -9.664
C 0.578 -0.111 2.387
C 0.039 -0.185 3.562
C -0.107 -0.121 4.917
C -1.189 0.485 5.630
C -1.065 0.645 7.000
C 0.059 0.119 7.675
C 1.079 -0.563 6.994
C 1.006 -0.656 5.620
H -2.060 0.831 5.072
H -1.828 1.190 7.560
H 0.143 0.249 8.750
H 1.929 -1.010 7.519
H 1.800 -1.091 5.013
*
```

For the total energy, the calculation gives -31192.657 eV. Its expectation value of S² is 2.1223. The value obtained for the frontier orbital gap (spin up / spin down) is 5.434 / 6.535 eV. For the energy relative to the best compared isomer or geometry (same formula, charge and spin), the calculation gives 0.000 eV.

The Mulliken scheme yields these atomic charges, measured in e: 0.012, -0.801, -0.648, 0.537, -0.388, -0.886, 0.506, 0.792, 0.497, 0.481, -1.046, -0.258, 0.084, 0.467, -0.867, -0.536, 0.510, 0.525, 0.701, 0.484, 1.108, -0.351, -0.399, -0.137, 0.246, 0.291, 0.395, 0.317, -0.510, 0.561, -0.365, 0.315, -0.546, 0.370, -0.441, 0.379, -0.501, 0.373, 0.772, -0.680, 0.110, -0.479, -0.578, -0.363, -0.658, -0.322, 0.406, 0.390, 0.384, 0.382, 0.363